{
  "formula": "C4H11NO3",
  "method": "ωB97M-V/def2-TZVPD",
  "symbols": ["C", "O", "C", "C", "C", "O", "N", "H", "H", "H", "H", "H", "H", "H", "H", "H", "H", "H", "O"],
  "xyz": [[-0.850377, 0.817074, 1.066779], [-0.365025, 2.079566, 1.148845], [0.002107, -0.003177, 0.016608], [-0.719679, -0.285700, -1.272023], [-1.844927, 0.247115, -1.725500], [1.023030, -2.752773, -1.243526], [0.440503, -1.232160, 0.561223], [-1.891034, 0.772713, 0.691818], [-0.837475, 0.372551, 2.068750], [2.502982, 2.132895, 1.595826], [0.823757, 0.694846, -0.176454], [-2.114569, 0.045357, -2.763979], [-0.103596, -0.937962, -1.900520], [-2.644299, 0.837367, -1.239804], [0.748980, -1.984335, -0.229459], [1.789956, -3.302477, -1.450045], [1.346757, -1.093941, 1.024298], [0.866473, 1.951467, 1.757945], [1.826434, 1.641573, 2.069217]],
  "forces_ev_per_a": [[-1.106, 4.070, 3.588], [-1.791, -2.168, -0.873], [1.892, -3.720, -2.269], [-0.068, 0.717, -0.090], [-0.772, -0.134, -0.668], [-0.950, 0.649, 0.166], [0.589, 3.453, 0.300], [0.500, -0.096, -0.520], [0.177, -0.564, -0.302], [-0.178, 0.147, -0.029], [-0.023, -0.110, 0.345], [0.116, -0.113, 0.218], [-0.346, 0.231, 0.018], [0.983, -0.235, 0.247], [0.027, -2.753, -1.798], [0.299, 0.508, 0.733], [-0.380, 0.346, 0.611], [1.659, 0.037, 0.535], [-0.629, -0.264, -0.212]],
  "mulliken_charge": [-0.473, -0.574, 0.795, -0.283, -0.874, -0.734, -0.488, 0.320, 0.275, 0.282, 0.214, 0.243, 0.358, 0.239, 0.392, 0.247, 0.348, 0.415, -0.704],
  "e_above_lowest_kcal_mol": 205.37,
  "e_homo_ev": -9.683,
  "spin_multiplicity": 1,
  "energy_ev": -11951.2039,
  "e_lumo_ev": -4.523
}